The following is a DFT calculation (ωB97M-V with the def2-TZVPD basis set) of 19 unconnected molecules or ions with the total composition C44H100N12O40S7 in a non-equilibrium geometry.

Atoms and positions in Å:
C 0.326 0.437 7.327
O 0.227 -0.761 7.592
N 0.814 1.217 8.272
N 0.099 0.974 6.203
H 0.838 0.737 9.160
H 1.091 2.170 8.086
H 0.379 1.944 6.228
H -0.184 0.611 5.304
C -6.492 -2.792 -1.004
O -6.245 -2.182 -2.042
N -5.816 -2.677 0.088
N -7.582 -3.530 -0.993
H -6.326 -3.063 0.870
H -5.071 -1.998 0.139
H -8.059 -3.696 -1.867
H -7.898 -4.134 -0.248
C -0.284 3.148 2.736
O -1.537 3.211 2.666
N 0.371 2.039 2.882
N 0.491 4.231 2.500
H 1.281 2.081 2.446
H -0.088 1.219 3.251
H 1.499 4.273 2.446
H -0.048 5.078 2.392
C -2.908 -1.730 -3.338
O -1.903 -1.603 -3.957
N -3.839 -2.681 -3.510
N -3.251 -0.969 -2.367
H -4.800 -2.543 -3.233
H -3.558 -3.358 -4.204
H -2.558 -0.265 -2.160
H -4.108 -1.104 -1.849
C 1.964 -1.767 4.556
O 0.929 -1.159 4.289
N 2.689 -2.371 3.628
N 2.340 -1.999 5.855
H 3.424 -2.965 3.984
H 2.652 -2.069 2.665
H 3.094 -2.666 5.934
H 1.869 -1.625 6.666
C -2.679 1.467 -6.238
O -2.437 2.167 -7.167
N -3.903 1.269 -5.791
N -1.711 0.702 -5.710
H -4.003 0.545 -5.093
H -4.503 2.066 -5.949
H -1.860 0.077 -4.930
H -0.776 0.597 -6.075
C -2.928 -2.361 3.827
C -2.196 -1.023 4.047
O -3.093 -0.011 3.766
S -4.386 -0.412 2.873
O -4.085 -0.412 1.475
O -5.532 0.376 3.366
O -4.285 -2.016 3.507
H -3.036 -3.160 4.561
H -2.452 -2.805 2.952
H -1.476 -0.873 3.243
H -1.830 -1.058 5.073
C 7.215 -0.562 -3.257
C 6.760 -0.811 -1.781
O 6.587 0.451 -1.229
S 5.887 1.425 -2.306
O 6.335 2.824 -2.003
O 4.505 1.114 -2.506
O 6.733 0.752 -3.564
H 6.833 -1.130 -4.105
H 8.298 -0.677 -3.272
H 7.484 -1.484 -1.322
H 5.775 -1.276 -1.839
C 2.177 -6.645 0.381
C 2.748 -6.189 -1.015
O 3.039 -7.310 -1.749
S 2.291 -8.609 -1.287
O 3.202 -9.810 -1.278
O 1.054 -8.697 -2.025
O 2.075 -8.040 0.251
H 1.211 -6.237 0.678
H 2.788 -6.440 1.261
H 3.517 -5.417 -0.982
H 1.893 -5.768 -1.546
C 4.627 0.255 -6.703
C 4.255 1.662 -6.246
O 2.847 1.691 -6.376
S 2.217 0.260 -5.827
O 0.931 -0.135 -6.517
O 2.198 0.460 -4.354
O 3.575 -0.635 -6.330
H 5.482 -0.226 -6.228
H 4.834 0.131 -7.766
H 4.691 2.433 -6.881
H 4.558 1.925 -5.232
C -2.357 4.297 -2.678
C -2.385 5.777 -2.768
O -3.409 6.052 -3.699
S -4.619 4.914 -3.782
O -4.995 4.678 -5.171
O -5.597 5.196 -2.728
O -3.615 3.756 -3.228
H -2.280 3.865 -1.680
H -1.550 3.905 -3.298
H -1.554 6.352 -3.176
H -2.626 6.217 -1.801
C -3.147 2.749 5.464
C -4.511 3.344 5.228
O -5.039 3.414 6.488
S -3.943 3.970 7.545
O -4.180 3.471 8.932
O -3.674 5.383 7.378
O -2.735 3.108 6.815
H -2.253 3.032 4.908
H -3.270 1.666 5.451
H -4.920 2.649 4.494
H -4.595 4.366 4.859
C 0.577 -3.080 -4.519
C 0.382 -3.691 -3.145
O 1.634 -3.690 -2.610
S 2.880 -3.907 -3.681
O 3.151 -5.338 -3.860
O 3.927 -2.917 -3.437
O 1.956 -3.355 -4.956
H 0.254 -2.049 -4.378
H -0.240 -3.547 -5.068
H 0.170 -4.728 -3.403
H -0.254 -3.136 -2.455
C 1.980 4.527 -1.546
C 2.165 5.162 -2.873
C 1.145 6.420 -2.894
O 0.341 6.131 -1.773
C 1.012 5.476 -0.752
H 2.947 4.386 -1.062
H 1.663 3.491 -1.659
H 1.974 4.391 -3.619
H 3.178 5.485 -3.113
H 0.502 6.544 -3.765
H 1.702 7.341 -2.722
H 0.349 4.874 -0.130
H 1.588 6.211 -0.189
C -4.478 3.600 1.150
C -5.610 4.425 1.431
C -6.832 3.669 1.056
O -6.411 2.857 -0.070
C -4.992 2.695 0.060
H -4.079 3.103 2.035
H -3.625 4.081 0.670
H -5.408 5.288 0.797
H -5.727 4.710 2.477
H -7.624 4.348 0.742
H -7.163 3.152 1.958
H -4.543 3.152 -0.822
H -4.710 1.649 0.180
C -2.651 -4.872 1.058
C -3.207 -6.289 0.841
C -2.224 -6.982 -0.064
O -1.278 -6.013 -0.463
C -1.676 -4.665 -0.126
H -2.155 -4.862 2.028
H -3.401 -4.081 1.067
H -4.207 -6.171 0.425
H -3.291 -6.746 1.827
H -2.769 -7.363 -0.927
H -1.895 -7.823 0.546
H -2.228 -4.184 -0.934
H -0.916 -3.980 0.247
C 4.861 -3.795 0.939
C 5.465 -2.952 2.074
C 5.098 -1.574 1.709
O 3.858 -1.778 1.087
C 3.803 -2.884 0.284
H 4.347 -4.633 1.411
H 5.710 -4.095 0.326
H 6.534 -3.082 2.242
H 5.053 -3.114 3.071
H 5.777 -1.136 0.977
H 5.023 -0.832 2.504
H 4.088 -2.638 -0.739
H 2.775 -3.246 0.291
C -0.019 1.007 -0.780
C 1.091 0.018 -0.294
C 0.283 -1.148 -0.010
O -1.062 -0.869 0.023
C -1.207 0.579 0.146
H -0.247 0.780 -1.822
H 0.255 2.060 -0.707
H 1.503 0.351 0.659
H 1.794 -0.212 -1.094
H 0.529 -1.644 0.929
H 0.556 -1.832 -0.814
H -0.934 0.839 1.168
H -2.212 0.903 -0.124
C 4.930 2.738 3.018
C 5.257 2.388 1.564
C 3.761 2.397 1.023
O 3.121 3.458 1.693
C 3.770 3.759 2.899
H 5.852 3.124 3.453
H 4.602 1.862 3.578
H 5.877 1.516 1.354
H 5.592 3.158 0.868
H 3.337 1.420 1.256
H 3.848 2.698 -0.020
H 3.165 3.754 3.806
H 4.261 4.720 2.743

- total charge = 0
- molecular weight (g mol⁻¹) = 1661.80
- highest occupied orbital energy (eV) = -8.62
- lowest unoccupied orbital energy (eV) = -0.35
- Kohn-Sham gap (eV) = 8.3
- energy (Eh) = -8190.193608

Löwdin atomic charge list, values in e, 4 entries: -0.7808 -0.0102 0.1674 0.2130